# 1
Molecular formula: C35H43Cl2N2O4ReSSi
Method: DFT, ωB97M-V/def2-TZVPD

Geometry as XYZ:
```
89
Properties=species:S:1:pos:R:3
Re -0.869 0.148 0.398
C 3.777 -0.754 1.019
N 2.831 -1.832 0.725
C 3.447 -3.154 0.626
C 1.563 -1.592 0.531
O 1.113 -0.395 0.566
C 0.645 -2.754 0.206
O -0.715 -2.351 0.094
C -1.640 -2.980 0.976
C -1.734 -2.176 2.265
O -1.102 -1.085 2.307
N -2.465 -2.639 3.252
C -2.587 -1.883 4.502
C -3.175 -3.917 3.162
H 4.355 -1.024 1.903
H 3.258 0.179 1.198
H 4.465 -0.636 0.181
H 3.779 -3.484 1.611
H 4.323 -3.081 -0.017
H 2.780 -3.899 0.205
H 0.756 -3.542 0.952
H 0.942 -3.144 -0.772
H -1.359 -4.017 1.168
H -2.600 -2.982 0.454
H -2.069 -0.936 4.413
H -2.162 -2.456 5.327
H -3.639 -1.698 4.717
H -3.805 -3.957 2.273
H -3.811 -4.021 4.035
H -2.483 -4.760 3.150
C 4.907 2.375 4.561
C 3.609 2.166 3.849
C 2.526 1.563 4.494
C 1.293 1.453 3.874
C 1.153 1.946 2.586
C 2.226 2.499 1.890
C 3.444 2.611 2.530
S -0.467 1.963 1.882
C -0.612 3.640 1.258
O -1.471 1.728 2.904
H 4.980 1.760 5.455
H 4.985 3.420 4.869
H 5.759 2.173 3.911
H 2.645 1.201 5.507
H 0.441 1.025 4.387
H 2.106 2.854 0.872
H 4.277 3.073 2.016
H -0.247 4.302 2.043
H -1.671 3.809 1.081
H -0.037 3.757 0.341
C -2.775 4.110 -3.851
C -1.695 4.291 -2.994
C -1.118 3.196 -2.373
C -1.607 1.907 -2.606
C -2.699 1.734 -3.464
C -3.266 2.834 -4.094
Si -0.631 0.396 -2.027
C 1.078 0.475 -2.827
C 1.092 0.311 -4.216
C 2.292 0.332 -4.909
C 3.485 0.538 -4.231
C 3.480 0.724 -2.857
C 2.282 0.690 -2.155
C -1.434 -1.268 -2.495
C -0.647 -2.272 -3.068
C -1.225 -3.449 -3.520
C -2.590 -3.660 -3.364
C -3.380 -2.685 -2.772
C -2.806 -1.499 -2.336
H -3.227 4.964 -4.337
H -1.293 5.283 -2.833
H -0.244 3.337 -1.743
H -3.077 0.742 -3.680
H -4.078 2.687 -4.794
H 0.163 0.173 -4.758
H 2.292 0.193 -5.982
H 4.420 0.571 -4.775
H 4.412 0.909 -2.337
H 2.283 0.842 -1.082
H 0.419 -2.123 -3.193
H -0.610 -4.194 -4.008
H -3.035 -4.586 -3.705
H -4.445 -2.843 -2.665
H -3.443 -0.739 -1.897
Cl -4.372 3.081 1.215
C -4.050 1.973 -0.105
Cl -3.178 0.485 0.467
H -3.439 2.436 -0.877
H -4.997 1.609 -0.492
```

Summary:
- Charge: +3
- ΔE to the lowest compared entry with this formula, charge and spin: 45.6 kcal/mol
- HOMO (alpha / beta): -16.11 / -16.10 eV
- HOMO-LUMO gap (alpha / beta): 0.247 / 0.206 Eh
- Energy: -94024.427 eV
- Spin multiplicity: 4

Atomic partial charges in e from the Löwdin method, atoms 1 to 2: number 1, Re, carries 1.1672; number 2, C, carries 0.0314

=====

# 2
Molecular formula: C35H43ClEuN7O2S2
Method: DFT, ωB97M-V/def2-TZVPD

Geometry as XYZ:
```
91
Properties=species:S:1:pos:R:3
Eu 1.173 -2.019 1.732
C 4.551 -1.182 -1.386
C 3.611 -1.232 -0.221
N 2.604 -2.023 -0.178
C 2.167 -2.865 -1.290
C 1.126 -3.903 -0.833
N 0.031 -3.300 -0.031
C -0.797 -4.271 0.732
C -1.647 -3.581 1.813
N -0.802 -2.936 2.859
C -1.440 -1.865 3.667
C -0.423 -0.933 4.355
N 0.615 -0.433 3.440
C 1.510 0.419 3.773
C 1.521 1.170 5.068
C 2.697 0.556 2.861
C 3.807 1.334 3.158
C 4.919 1.261 2.332
C 4.911 0.430 1.218
C 3.768 -0.305 0.950
N 2.702 -0.227 1.769
H 3.972 -1.069 -2.304
H 5.117 -2.113 -1.458
H 5.248 -0.351 -1.329
H 3.002 -3.397 -1.754
H 1.730 -2.201 -2.044
H 1.618 -4.642 -0.200
H 0.740 -4.426 -1.713
H -0.565 -2.720 -0.616
H -0.113 -4.983 1.199
H -1.456 -4.843 0.072
H -2.328 -4.314 2.256
H -2.251 -2.799 1.354
H -0.450 -3.656 3.483
H -2.090 -2.288 4.439
H -2.069 -1.279 3.002
H 0.086 -1.478 5.157
H -0.990 -0.124 4.822
H 2.225 0.699 5.758
H 0.539 1.175 5.532
H 1.834 2.204 4.924
H 3.824 1.972 4.030
H 5.800 1.844 2.562
H 5.783 0.359 0.585
S 1.058 0.277 -0.806
C -0.352 1.197 -1.036
N -0.339 2.340 -1.771
C -1.554 3.109 -1.954
C -2.728 2.168 -2.021
N -2.749 1.364 -0.811
C -4.018 0.963 -0.193
C -5.168 1.844 -0.592
C -6.086 1.436 -1.552
C -7.139 2.263 -1.919
C -7.282 3.508 -1.326
C -6.373 3.922 -0.360
C -5.326 3.091 0.005
C -1.582 0.791 -0.409
S -1.594 -0.335 0.878
C 0.848 2.848 -2.440
C 0.779 2.663 -3.934
C 0.663 1.381 -4.470
C 0.579 1.202 -5.840
C 0.613 2.300 -6.693
C 0.728 3.577 -6.167
C 0.807 3.754 -4.791
H -1.472 3.660 -2.892
H -1.687 3.831 -1.140
H -2.634 1.529 -2.909
H -3.657 2.725 -2.102
H -3.880 1.002 0.887
H -4.227 -0.085 -0.437
H -5.975 0.463 -2.016
H -7.849 1.933 -2.666
H -8.104 4.152 -1.609
H -6.487 4.888 0.113
H -4.619 3.410 0.763
H 1.706 2.332 -2.017
H 0.945 3.914 -2.206
H 0.640 0.530 -3.798
H 0.492 0.204 -6.250
H 0.549 2.157 -7.763
H 0.752 4.436 -6.824
H 0.897 4.753 -4.380
Cl 5.278 -3.492 2.204
C 4.093 -4.198 3.340
C 2.751 -3.595 3.046
O 2.032 -4.094 2.125
O 2.377 -2.565 3.660
H 4.409 -3.946 4.347
H 4.074 -5.271 3.178
```

Summary:
- Charge: +1
- ΔE to the lowest compared entry with this formula, charge and spin: 0.0 kcal/mol
- HOMO (alpha / beta): -7.56 / -9.35 eV
- HOMO-LUMO gap (alpha / beta): 0.162 / 0.228 Eh
- Energy: -105039.209 eV
- Spin multiplicity: 8

Atomic partial charges in e from the Löwdin method, atoms 1 to 2: number 1, Eu, carries 1.8866; number 2, C, carries 0.0028

=====

# 3
Molecular formula: C35H43ClN2RhSi2
Method: DFT, ωB97M-V/def2-TZVPD

Geometry as XYZ:
```
84
Properties=species:S:1:pos:R:3
C 2.110 -1.458 3.705
C 2.396 -0.576 2.595
C 1.315 0.374 2.510
H 3.287 -0.590 1.981
C 0.347 0.044 3.517
C 0.856 -1.062 4.263
H 0.389 -1.496 5.151
H 2.776 -2.214 4.125
H 1.242 1.198 1.814
H -0.571 0.580 3.714
Rh 0.667 -1.510 2.320
Si -0.747 0.287 -0.811
C 0.930 0.070 -1.613
C 1.149 -0.652 -2.809
H 0.315 -1.221 -3.252
C 2.384 -0.571 -3.469
H 2.539 -1.096 -4.425
C 3.433 0.163 -2.905
H 4.397 0.225 -3.411
C 3.265 0.771 -1.658
H 4.082 1.296 -1.156
C 2.030 0.704 -1.003
H 1.902 1.151 -0.011
C -1.019 1.762 0.361
C -0.347 2.997 0.252
H 0.484 3.132 -0.447
C -0.766 4.087 1.024
H -0.292 5.063 0.898
C -1.756 3.919 1.998
H -2.070 4.760 2.616
C -2.279 2.646 2.249
H -2.973 2.481 3.077
C -1.908 1.574 1.437
H -2.327 0.580 1.621
H -0.332 -0.626 0.406
Si -1.996 1.125 -2.645
C -2.805 2.722 -2.131
C -2.630 3.901 -2.876
H -2.042 3.898 -3.799
C -3.212 5.095 -2.440
H -3.071 6.014 -3.023
C -3.975 5.117 -1.264
H -4.408 6.057 -0.905
C -4.220 3.930 -0.563
H -4.824 3.940 0.350
C -3.689 2.734 -1.036
H -3.941 1.806 -0.531
C -0.787 1.652 -3.986
C 0.254 2.534 -3.641
H 0.350 2.930 -2.621
C 1.211 2.884 -4.598
H 2.088 3.471 -4.290
C 1.035 2.488 -5.935
H 1.764 2.801 -6.694
C -0.063 1.703 -6.315
H -0.192 1.406 -7.369
C -0.972 1.295 -5.335
H -1.848 0.718 -5.619
H -3.123 0.486 -3.380
Cl -2.230 -1.182 -1.517
C -1.045 -3.557 3.647
N 0.296 -4.038 3.982
C 0.377 -4.514 5.361
C 0.892 -4.955 2.998
C 1.932 -4.338 2.047
N 1.371 -3.334 1.088
C 2.450 -2.880 0.172
C 0.277 -3.920 0.264
H -1.484 -3.138 4.565
H -1.676 -4.374 3.245
H -0.969 -2.740 2.872
H -0.228 -5.428 5.516
H 1.424 -4.738 5.621
H 0.001 -3.729 6.030
H 1.435 -5.733 3.567
H 0.087 -5.444 2.417
H 2.704 -3.822 2.641
H 2.401 -5.164 1.477
H 2.855 -3.737 -0.399
H 2.049 -2.135 -0.532
H 3.258 -2.417 0.748
H -0.555 -4.217 0.912
H 0.642 -4.806 -0.285
H -0.076 -3.164 -0.454
```

Summary:
- Charge: +1
- ΔE to the lowest compared entry with this formula, charge and spin: 61.0 kcal/mol
- HOMO (alpha / beta): -9.51 / -10.88 eV
- HOMO-LUMO gap (alpha / beta): 0.284 / 0.207 Eh
- Energy: -71246.802 eV
- Spin multiplicity: 5

Atomic partial charges in e from the Löwdin method, atoms 1 to 2: number 1, C, carries -0.2133; number 2, C, carries -0.2120

=====

# 4
Molecular formula: C35H43IN5O2P2
Method: DFT, ωB97M-V/def2-TZVPD

Geometry as XYZ:
```
88
Properties=species:S:1:pos:R:3
C -3.535 -5.391 -5.280
C -3.501 -4.390 -6.147
N -2.524 -3.292 -6.191
C -2.930 -2.233 -5.454
N -4.011 -1.545 -5.719
N -2.151 -1.916 -4.365
P -1.534 -0.315 -4.305
N -0.661 -0.025 -3.066
O -0.750 -0.169 -5.696
O -2.810 0.609 -4.354
C -1.037 -2.907 -4.334
I -1.331 -4.180 -2.624
C -1.121 -3.478 -5.745
P -0.186 -5.012 -6.210
N -0.980 -6.006 -7.117
H -2.690 -5.821 -4.768
H -4.485 -5.883 -5.141
H -4.221 -4.379 -6.952
H -4.435 -1.577 -6.631
H -4.495 -1.017 -5.011
H 0.278 0.230 -3.351
H 0.014 0.408 -5.570
H -2.570 1.425 -3.890
H -0.075 -2.466 -4.124
H -0.584 -2.710 -6.312
H 0.242 -5.522 -4.970
H 0.968 -4.512 -6.840
H -0.497 -6.119 -7.999
C 1.799 5.034 -5.389
C 0.694 4.200 -5.296
C 0.578 3.324 -4.225
C 1.561 3.287 -3.242
C 2.663 4.123 -3.337
C 2.783 4.993 -4.412
H 1.892 5.716 -6.224
H -0.075 4.234 -6.057
H -0.284 2.669 -4.146
H 1.465 2.609 -2.403
H 3.428 4.097 -2.573
H 3.645 5.643 -4.487
C -1.019 2.121 -0.680
C -1.303 1.794 0.639
C -1.726 2.777 1.523
C -1.875 4.087 1.085
C -1.596 4.415 -0.234
C -1.162 3.433 -1.116
H -0.686 1.356 -1.373
H -1.193 0.773 0.980
H -1.940 2.522 2.553
H -2.209 4.853 1.773
H -1.715 5.435 -0.575
H -0.942 3.690 -2.142
C -1.438 3.844 5.354
C -2.550 3.017 5.450
C -2.672 2.140 6.518
C -1.688 2.097 7.496
C -0.579 2.925 7.401
C -0.451 3.795 6.327
H -1.341 4.527 4.519
H -3.322 3.056 4.692
H -3.536 1.492 6.591
H -1.786 1.418 8.333
H 0.188 2.892 8.165
H 0.417 4.437 6.250
C 2.572 0.318 2.674
C 2.873 -0.223 3.916
C 2.241 0.260 5.055
C 1.302 1.279 4.952
C 1.001 1.815 3.709
C 1.637 1.338 2.571
H 3.066 -0.057 1.786
H 3.601 -1.021 3.997
H 2.480 -0.157 6.025
H 0.808 1.655 5.837
H 0.270 2.607 3.627
H 1.401 1.763 1.604
C 2.931 -3.680 5.421
C 2.881 -5.055 5.236
C 3.647 -5.892 6.036
C 4.457 -5.354 7.025
C 4.506 -3.980 7.212
C 3.746 -3.143 6.408
H 2.335 -3.027 4.795
H 2.244 -5.474 4.468
H 3.611 -6.963 5.888
H 5.051 -6.007 7.652
H 5.136 -3.562 7.986
H 3.788 -2.071 6.552
```

Summary:
- Charge: +1
- HOMO: -10.46 eV
- HOMO-LUMO gap: 0.257 Eh
- Energy: -75208.903 eV
- Spin multiplicity: 1

Atomic partial charges in e from the Löwdin method, atoms 1 to 2: number 1, C, carries 0.0353; number 2, C, carries -0.1371

=====

# 5
Molecular formula: C35H43N10O6S2SiSr
Method: DFT, ωB97M-V/def2-TZVPD

Geometry as XYZ:
```
98
Properties=species:S:1:pos:R:3
Sr -0.155 0.525 0.452
C 3.925 -1.409 0.106
C 3.829 0.073 -0.147
C 4.944 0.755 -0.604
C 4.823 2.129 -0.815
C 3.641 2.761 -0.543
C 2.527 2.020 -0.044
N 2.650 0.659 0.098
N 1.361 2.560 0.309
Si 0.952 4.223 0.379
C 0.843 5.034 -1.319
C -0.733 4.339 1.182
C 2.170 5.225 1.423
H 4.917 -1.672 0.475
H 3.759 -1.979 -0.813
H 3.178 -1.717 0.832
H 5.873 0.229 -0.776
H 5.666 2.704 -1.184
H 3.542 3.828 -0.692
H 0.133 4.493 -1.948
H 1.804 5.048 -1.839
H 0.495 6.068 -1.232
H -1.478 3.790 0.600
H -1.059 5.379 1.273
H -0.727 3.901 2.185
H 3.064 5.526 0.874
H 2.497 4.644 2.290
H 1.686 6.134 1.793
O -2.122 1.413 -0.555
C -2.745 1.004 0.465
O -2.272 1.146 1.630
C -3.979 0.177 0.269
C -5.228 0.670 0.608
C -6.369 -0.099 0.410
C -6.233 -1.373 -0.123
C -4.979 -1.876 -0.438
C -3.816 -1.123 -0.245
S -2.222 -1.811 -0.546
H -5.310 1.668 1.025
H -7.346 0.292 0.667
H -7.110 -1.990 -0.287
H -4.887 -2.880 -0.838
C -2.763 -5.677 0.196
C -1.743 -5.117 -0.775
S -0.736 -6.355 -1.525
O -1.535 -7.144 -2.429
O 0.051 -7.023 -0.511
C 0.404 -5.401 -2.537
C 1.706 -5.035 -1.839
N 1.511 -4.114 -0.720
C 1.063 -2.830 -0.820
N 0.780 -2.318 0.360
C 1.042 -3.287 1.275
C 1.507 -4.395 0.632
N 2.068 -5.567 1.237
O 2.875 -6.224 0.602
O 1.756 -5.777 2.392
C 0.926 -2.093 -2.102
H -3.320 -4.825 0.591
H -2.282 -6.203 1.020
H -3.456 -6.356 -0.300
H -1.062 -4.430 -0.271
H -2.219 -4.554 -1.576
H -0.144 -4.530 -2.902
H 0.613 -6.047 -3.391
H 2.383 -4.569 -2.556
H 2.186 -5.921 -1.442
H 0.936 -3.141 2.336
H 1.531 -2.531 -2.896
H 1.279 -1.071 -1.946
H -0.122 -2.048 -2.409
C 1.422 1.425 3.902
C 0.492 0.263 3.965
N 0.113 -0.441 2.930
C -0.786 -1.381 3.387
C -0.933 -1.251 4.728
N -0.114 -0.197 5.097
C -0.090 0.440 6.384
N -1.419 0.877 6.741
N -1.805 0.827 8.034
N -2.975 1.332 8.149
C -3.401 1.728 6.900
C -4.613 2.302 6.492
C -4.766 2.550 5.151
C -3.751 2.229 4.219
C -2.555 1.673 4.599
C -2.401 1.439 5.974
H 1.658 1.630 2.856
H 2.356 1.234 4.433
H 0.968 2.327 4.319
H -1.292 -2.047 2.705
H -1.560 -1.758 5.441
H 0.594 1.286 6.319
H 0.243 -0.229 7.176
H -5.390 2.524 7.212
H -5.688 2.982 4.785
H -3.909 2.394 3.161
H -1.835 1.404 3.838
```

Summary:
- Charge: -1
- ΔE to the lowest compared entry with this formula, charge and spin: 0.0 kcal/mol
- HOMO: -4.33 eV
- HOMO-LUMO gap: 0.220 Eh
- Energy: -94568.535 eV
- Spin multiplicity: 1

Atomic partial charges in e from the Löwdin method, atoms 1 to 2: number 1, Sr, carries 1.3852; number 2, C, carries -0.0372